Here is C24H43ClGdP2 as an isolated structure from OMol25. Energies are from the ωB97M-V functional and the def2-TZVPD basis.

Structure (XYZ):
```
71
Properties=species:S:1:pos:R:3:forces:R:3:mulliken_spin:R:1
Gd 0.909 0.644 1.745 2.4 -0.2 -0.6 6.72
C 2.824 0.428 -0.169 0.3 1.1 0.6 0.00
C 2.183 1.679 -0.463 0.7 -0.5 0.8 -0.01
C 3.193 1.860 1.612 -0.5 0.0 -0.8 0.02
C 3.453 0.543 1.116 -0.5 0.7 -0.6 0.05
C 2.412 2.563 0.636 0.4 -0.8 -0.2 0.02
C 3.124 -0.675 -1.125 0.1 -0.5 -0.3 -0.01
H 2.518 -0.618 -2.039 0.1 -0.1 0.2 0.00
H 2.968 -1.667 -0.669 0.0 0.2 -0.2 0.00
H 4.181 -0.643 -1.444 -0.4 0.0 0.1 0.00
C 4.426 -0.417 1.700 0.3 -0.3 0.2 -0.01
H 4.356 -1.384 1.197 0.0 0.0 0.2 0.00
H 4.273 -0.571 2.778 0.1 0.0 -0.2 0.00
H 5.463 -0.062 1.570 -0.3 0.0 0.0 0.00
C 3.700 2.410 2.898 0.2 0.2 0.4 -0.01
H 4.800 2.363 2.938 -0.3 0.0 0.1 0.00
H 3.316 1.841 3.759 0.2 0.2 -0.1 0.00
H 3.403 3.461 3.022 0.1 -0.3 0.0 0.00
C 2.100 4.025 0.653 -0.2 0.3 0.2 -0.01
H 2.972 4.636 0.352 -0.3 -0.3 0.1 0.00
H 1.805 4.344 1.663 0.0 0.1 -0.3 0.00
H 1.280 4.267 -0.037 0.2 0.0 0.2 0.00
C 1.567 2.050 -1.767 -0.1 0.2 -0.5 0.00
H 2.269 2.628 -2.392 -0.2 -0.2 0.2 0.00
H 0.675 2.676 -1.634 0.1 -0.1 -0.1 0.00
H 1.275 1.164 -2.340 0.0 0.2 0.1 0.00
C 0.130 -2.961 -2.790 -0.3 -0.4 -0.5 0.00
C -0.734 -2.681 -3.783 0.7 0.0 0.3 0.00
C -2.105 -2.059 -3.685 -0.5 -0.2 0.0 0.00
C -2.842 -2.192 -2.330 -0.6 -0.5 0.0 0.00
C -2.620 -0.962 -1.427 0.8 -0.1 0.1 0.00
C -1.197 -0.470 -1.338 0.1 1.2 1.6 0.01
C -0.200 -1.448 -0.722 0.1 0.0 -0.5 0.02
C -0.111 -2.878 -1.299 0.4 -0.1 0.4 0.00
H -2.744 -2.546 -4.445 0.3 0.2 0.2 0.00
H -2.554 -3.142 -1.846 -0.2 0.6 -0.4 0.00
H -2.052 -0.993 -3.975 0.0 -0.4 0.0 0.00
H -0.992 -3.454 -0.967 0.5 0.1 -0.3 0.00
H 1.118 -3.388 -3.033 -0.6 0.3 -0.2 0.00
H -0.425 -2.906 -4.815 0.0 0.2 0.5 0.00
H 0.752 -3.380 -0.824 -0.4 0.2 0.0 0.00
H 0.801 -0.994 -0.787 -0.4 -0.1 0.0 0.00
H -0.812 0.096 -2.194 -0.2 -0.5 0.0 0.00
H -0.381 -1.594 0.368 -0.1 0.2 -0.1 0.01
H -3.924 -2.280 -2.541 0.3 0.0 0.1 0.00
H -3.304 -0.174 -1.810 0.5 -0.2 0.4 0.00
P -3.051 -1.142 0.374 -1.8 -0.2 -2.1 0.00
C -3.116 -2.880 0.836 0.0 -0.4 1.0 0.00
C -4.758 -0.517 0.405 -0.4 -0.3 0.3 0.00
P -1.136 1.090 0.209 0.2 -0.9 -2.2 0.01
C -2.173 0.047 1.355 0.2 -0.3 1.0 0.01
C -2.261 2.190 -0.729 0.1 0.7 0.0 -0.01
C -0.936 2.492 1.724 -0.6 0.3 0.6 0.02
H -2.145 -3.290 1.149 -0.2 0.3 -0.2 0.00
H -3.504 -3.499 0.010 0.1 0.5 0.2 0.00
H -3.814 -2.971 1.688 0.3 0.0 -0.3 0.00
H -5.337 -1.128 1.110 -0.1 0.3 -0.2 0.00
H -5.211 -0.559 -0.596 0.1 -0.1 0.4 0.00
H -4.764 0.522 0.755 0.0 -0.3 -0.2 0.00
H -1.895 2.497 2.269 0.4 0.4 0.0 0.00
H -0.777 3.472 1.258 0.0 -0.2 0.2 0.00
H -0.143 2.370 2.512 -0.8 0.8 -0.1 0.00
H -1.610 -0.456 2.177 -0.1 0.3 -0.5 0.00
H -2.909 0.699 1.850 0.2 -0.4 -0.2 0.00
H -1.831 3.202 -0.756 -0.1 -0.3 0.1 0.00
H -3.250 2.275 -0.270 0.1 0.0 -0.1 0.00
H -2.358 1.858 -1.765 0.0 -0.1 0.2 0.00
Cl 1.233 -1.948 2.717 -0.1 -0.7 -0.1 -0.01
C 1.421 -0.506 3.757 -0.2 0.5 0.9 0.19
H 0.622 -0.499 4.512 0.6 -0.3 0.0 -0.01
H 2.455 -0.459 4.132 -0.7 -0.1 0.0 -0.01
```
Positions in Å, forces in eV/Å.

The calculation puts the relative energy (zero: lowest compared OMol25 entry of this formula, charge and spin) at 1.8201 eV. As for the spin multiplicity: 8. The LUMO energy (alpha / beta) is -2.33 / -4.12 eV. The HOMO-LUMO gap (alpha / beta) comes out at 0.26297 / 0.18836 Ha. Its largest force on an atom is 2.78 eV/A. Its charge is +1. The calculation puts the molar mass at 586.259 u. As for the expectation value of S²: 16.078.



Here is C24H43ClN3O4V as an isolated structure from OMol25. Energies are from the ωB97M-V functional and the def2-TZVPD basis.

Structure (XYZ):
```
76
Properties=species:S:1:pos:R:3:forces:R:3:mulliken_spin:R:1
O 0.056 -0.204 -1.176 0.4 -0.5 -0.9 -0.04
C -0.491 -0.231 -2.461 0.0 0.1 -0.3 -0.01
C -0.121 1.058 -3.222 -0.2 -0.3 0.0 0.01
C 0.602 2.091 -2.627 -0.2 -0.2 0.0 0.00
H 1.025 1.931 -1.634 -0.4 0.1 -0.2 -0.01
C 0.745 3.314 -3.285 0.0 -0.2 -0.2 0.00
H 1.246 4.131 -2.761 -0.1 -0.1 -0.3 0.00
C 0.239 3.480 -4.576 0.0 -0.1 0.2 0.00
H 0.348 4.440 -5.081 0.0 -0.2 0.1 0.00
C -0.408 2.414 -5.213 0.2 -0.1 0.3 0.00
H -0.785 2.526 -6.228 0.1 0.0 0.2 0.00
C -0.582 1.208 -4.535 0.1 0.2 0.1 0.00
H -1.105 0.366 -4.996 0.1 0.3 0.1 0.00
H -0.055 -1.080 -3.020 0.2 0.0 0.0 0.00
C -2.428 -1.925 -2.292 -0.2 -0.1 0.3 0.00
C -2.005 -0.497 -2.439 0.0 1.2 0.1 0.01
H -3.498 -2.029 -2.513 0.3 -0.1 0.1 0.00
H -2.257 -2.276 -1.264 0.0 0.0 -0.3 0.00
H -1.878 -2.569 -2.989 0.0 0.1 0.1 0.00
C -2.854 0.544 -2.377 0.4 -0.6 0.0 0.00
C -4.264 0.476 -1.898 -0.6 0.0 -0.4 0.00
H -2.501 1.542 -2.649 0.1 -0.2 0.4 0.00
H -4.947 0.885 -2.653 0.0 0.0 0.1 0.00
H -4.400 1.085 -0.994 0.2 -0.2 -0.2 0.00
H -4.592 -0.543 -1.662 0.1 0.3 0.0 0.00
V -0.168 -0.549 0.627 0.2 1.2 -0.3 2.06
Cl -2.457 -0.519 0.792 -0.9 0.0 0.2 0.02
C -0.943 -0.322 3.381 0.4 -0.2 -1.0 0.00
O -0.170 -1.005 2.651 -0.9 0.6 1.5 0.01
N -1.152 -0.515 4.679 0.0 -0.3 0.1 0.01
C -0.670 -1.697 5.378 0.1 0.2 0.1 0.00
C -1.994 0.407 5.438 0.0 -0.1 -0.3 0.00
H -1.526 0.512 2.954 0.4 -0.4 0.2 0.01
H -0.097 -2.325 4.696 -0.1 0.2 0.0 0.00
H -1.521 -2.262 5.778 0.1 0.1 -0.1 0.00
H -0.040 -1.387 6.218 0.0 -0.1 -0.1 0.00
H -2.226 1.269 4.809 0.0 -0.1 0.1 0.00
H -1.462 0.753 6.332 -0.1 -0.1 -0.1 0.00
H -2.935 -0.073 5.733 0.2 0.0 0.0 0.00
H 4.928 1.206 -1.544 -0.2 0.0 -0.1 0.00
H 4.804 1.607 0.882 -0.1 -0.1 0.0 0.00
C 3.831 1.225 -1.565 0.2 -0.2 0.2 0.00
C 3.716 1.469 0.912 -0.4 0.3 -0.1 0.00
N 3.290 0.753 -0.293 0.6 -0.8 0.0 0.00
H 3.461 0.579 -2.369 0.1 0.2 0.1 0.00
C 2.687 -0.448 -0.211 -1.4 0.6 1.2 0.00
O 1.947 -0.787 0.753 2.2 0.0 -1.3 0.01
H 3.428 0.906 1.804 0.0 0.1 -0.3 0.00
H 2.867 -1.121 -1.069 -0.3 0.3 0.0 0.00
H 3.499 2.256 -1.756 0.0 -0.4 0.1 0.00
H 3.250 2.464 0.936 0.1 -0.3 0.1 0.00
H -0.069 -5.965 0.929 -0.1 0.2 -0.1 0.00
H 2.010 -6.123 -0.690 0.0 0.2 -0.1 0.00
C -0.513 -5.432 0.078 -0.1 -0.1 -0.1 0.00
C 1.501 -5.412 -1.354 -0.1 0.0 0.0 0.00
N 0.502 -4.655 -0.617 0.2 0.3 0.1 0.00
H -1.320 -4.785 0.426 0.2 0.0 -0.1 0.00
C 0.612 -3.332 -0.429 -1.4 0.7 1.0 0.00
O -0.218 -2.674 0.247 1.4 -1.4 -0.9 0.00
H 2.232 -4.727 -1.787 -0.1 -0.1 0.0 0.00
H 1.479 -2.855 -0.919 -0.3 -0.1 0.1 0.00
H -0.908 -6.184 -0.614 0.0 0.1 0.1 0.00
H 1.021 -5.986 -2.156 0.1 0.2 0.1 0.00
C 1.016 2.211 3.095 -0.3 0.0 0.4 0.00
C -0.047 2.497 2.037 0.0 -0.1 -0.2 0.02
C -0.048 3.985 1.687 -0.3 0.1 0.2 -0.01
C 0.135 1.627 0.826 -0.4 -1.4 0.0 -0.10
H 1.986 2.623 2.797 -0.1 0.0 0.1 0.00
H 1.141 1.137 3.262 0.1 0.1 -0.1 0.00
H 0.727 2.671 4.048 0.2 0.0 0.0 0.00
H -1.045 2.258 2.440 0.2 0.3 0.1 0.00
H 0.917 4.298 1.274 -0.1 -0.1 0.0 0.00
H -0.827 4.208 0.951 0.1 0.0 0.1 0.00
H -0.250 4.585 2.583 0.1 0.1 -0.1 0.00
H -0.624 1.819 0.060 0.3 0.5 0.0 0.02
H 1.154 1.679 0.426 -0.2 0.4 -0.1 0.00
```
Positions in Å, forces in eV/Å.

The calculation puts the relative energy (zero: lowest compared OMol25 entry of this formula, charge and spin) at 0.0000 eV. As for the spin multiplicity: 3. The LUMO energy (alpha / beta) is 0.29 / 0.29 eV. The HOMO-LUMO gap (alpha / beta) comes out at 0.25952 / 0.25705 Ha. Its largest force on an atom is 2.56 eV/A. Its charge is 0. The calculation puts the molar mass at 524.022 u. As for the expectation value of S²: 2.023.



Here is C24H43IMoP2 as an isolated structure from OMol25. Energies are from the ωB97M-V functional and the def2-TZVPD basis.

Structure (XYZ):
```
71
Properties=species:S:1:pos:R:3:forces:R:3:mulliken_spin:R:1
Mo -1.281 1.150 0.625 -1.2 -1.7 1.1 1.07
C -1.551 -0.755 2.212 -1.0 -2.1 -0.4 0.54
C -2.365 -0.803 0.983 1.8 -1.3 -1.1 -0.10
C -0.777 -2.490 0.877 2.0 -0.2 2.2 0.21
C -0.629 -1.848 2.125 -0.1 -0.8 -0.9 0.01
C -1.726 -1.790 0.107 -3.1 1.7 1.2 0.18
C -1.950 -0.063 3.463 0.2 0.6 0.1 -0.04
H -2.659 0.746 3.245 0.1 -0.1 0.2 0.01
H -1.082 0.368 3.990 -0.3 -0.2 -0.1 0.01
H -2.446 -0.759 4.161 0.2 0.1 -0.2 0.03
C 0.122 -2.390 3.285 0.5 0.1 0.4 0.02
H 0.427 -1.569 3.949 0.0 -0.3 0.0 0.00
H 1.019 -2.953 2.989 -0.2 0.2 0.1 0.00
H -0.499 -3.081 3.882 0.1 0.3 -0.2 -0.01
C -0.143 -3.799 0.515 0.1 -0.1 -0.1 0.01
H -0.594 -4.619 1.101 0.1 0.3 -0.1 0.01
H 0.942 -3.828 0.710 -0.4 0.1 0.0 0.01
H -0.293 -4.049 -0.540 0.0 0.1 0.2 0.00
C -2.325 -2.255 -1.159 0.1 0.3 -0.7 -0.02
H -3.055 -3.068 -0.989 0.3 0.2 0.1 0.03
H -1.566 -2.629 -1.862 -0.2 0.0 0.3 0.00
H -2.854 -1.433 -1.657 0.0 -0.2 0.1 0.00
C -3.772 -0.346 0.900 -0.6 0.2 -0.2 0.03
H -4.469 -1.106 1.287 0.2 0.2 0.2 0.00
H -4.055 -0.149 -0.136 -0.1 -0.1 0.4 0.00
H -3.900 0.583 1.475 -0.3 -0.1 -0.2 0.00
C 0.079 2.683 0.572 1.0 0.9 -0.4 -0.09
C -1.119 3.106 1.298 0.6 0.8 0.8 0.02
C -2.189 3.956 0.641 -0.4 0.9 0.4 0.04
C -3.070 3.205 -0.380 -0.4 0.5 -0.2 0.00
C -2.615 1.813 -0.784 -0.3 -0.1 -1.0 0.08
C -1.305 1.452 -1.364 0.1 1.3 -1.3 -0.09
C -0.452 2.582 -1.918 0.3 0.4 -0.5 0.05
C 0.387 3.252 -0.806 0.7 0.3 -0.5 0.00
H -1.791 4.902 0.229 0.2 -0.5 -0.1 0.00
H -3.288 3.846 -1.246 0.2 -0.2 0.0 0.00
H -2.851 4.325 1.447 0.3 -0.3 -0.3 0.00
H 0.265 4.355 -0.844 0.0 -0.6 0.2 0.00
H 0.968 2.458 1.187 -0.4 0.5 0.0 0.00
H -0.905 3.424 2.339 -0.3 -0.6 -0.5 0.00
H 1.455 3.091 -1.028 -0.2 0.1 0.1 0.00
H 0.197 2.183 -2.712 -0.1 0.2 0.2 0.00
H -1.231 0.520 -1.948 -0.5 0.2 0.3 -0.02
H -1.081 3.345 -2.422 0.2 -0.5 0.3 -0.01
H -4.054 3.075 0.083 0.1 -0.1 -0.1 -0.01
H -3.456 1.267 -1.232 0.5 -0.1 0.5 0.01
P 3.575 -0.050 0.560 -0.8 -0.1 -0.3 0.00
P 1.814 -1.739 -2.053 -0.4 0.6 0.1 0.02
C 3.332 0.524 -1.166 0.7 -0.2 -0.6 -0.01
C 3.243 -0.560 -2.260 0.0 0.0 -0.1 0.00
H 4.167 1.215 -1.377 -0.3 -0.3 0.0 0.00
H 2.406 1.124 -1.153 0.3 -0.2 0.2 0.01
H 3.103 -0.055 -3.232 0.3 -0.2 0.4 0.00
H 4.159 -1.163 -2.307 0.0 0.3 0.0 0.00
C 2.472 -3.260 -2.800 0.0 -0.1 0.0 0.00
H 1.635 -3.970 -2.912 0.4 0.2 0.0 0.00
H 3.212 -3.686 -2.107 -0.2 0.0 -0.4 0.00
H 2.917 -3.041 -3.781 0.0 -0.3 0.2 0.00
C 0.785 -1.125 -3.457 -0.1 -0.1 0.1 -0.01
H 1.330 -1.245 -4.403 -0.2 0.1 0.1 0.00
H 0.503 -0.069 -3.337 0.1 -0.3 0.0 0.00
H -0.132 -1.722 -3.488 0.1 0.1 -0.2 0.00
C 4.377 1.286 1.470 0.3 -0.2 0.2 0.00
H 3.806 1.407 2.401 0.4 0.1 -0.2 0.00
H 4.324 2.207 0.868 0.0 -0.3 0.2 0.00
H 5.424 1.043 1.692 -0.3 0.2 0.0 0.00
C 1.901 -0.168 1.224 -0.3 0.0 0.4 -0.06
H 1.621 -1.201 1.350 -0.1 -0.3 -0.1 -0.01
H 1.177 0.296 0.534 0.4 -0.1 0.1 0.07
H 1.835 0.311 2.210 0.1 0.0 -0.2 0.01
I 4.550 -2.263 0.874 -0.2 1.1 -0.2 0.00
```
Positions in Å, forces in eV/Å.

The calculation puts the relative energy (zero: lowest compared OMol25 entry of this formula, charge and spin) at 0.0000 eV. As for the spin multiplicity: 3. The LUMO energy (alpha / beta) is -6.62 / -8.41 eV. The HOMO-LUMO gap (alpha / beta) comes out at 0.25410 / 0.19406 Ha. Its largest force on an atom is 3.78 eV/A. Its charge is +2. The calculation puts the molar mass at 616.400 u. As for the expectation value of S²: 2.031.



- Which of these has the highest relative energy (zero: lowest compared OMol25 entry of this formula, charge and spin)?
  C24H43ClGdP2



- Look up the charge of the second one.
  0



- Among the records above, which one has the lowest largest force on an atom?
  C24H43ClN3O4V